This record from OMol25 describes 2 unconnected molecules or ions with the total composition CH2Cl3. The level of theory is ωB97M-V with the def2-TZVPD basis set.

LUMO level, eV: 3.2
Total charge: -1
E_HOMO, Ha: -0.1427

Cartesian coordinates (Å):
Cl1 2.593 -1.559 0.789
C1 -0.388 0.290 -0.135
Cl2 -1.593 -0.474 0.930
Cl3 -1.098 1.298 -1.413
H1 0.286 0.969 0.387
H2 0.200 -0.525 -0.558

The molecule's Mulliken atomic charges, reported in e, are given here: -0.940 -0.171 -0.163 -0.200 0.258 0.215